(1)
Molecular formula: C22H24ClI2IrOPSb
Method: DFT, ωB97M-V with the def2-TZVPD basis set

As for the total energy: -2668.2703 hartree. As for the total charge: +3. Its LUMO energy (spin up / spin down) is -9.32 / -13.35 eV. For the gap between HOMO and LUMO (spin up / spin down), the calculation gives 7.7 / 3.5 eV. Its multiplicity is 6.

Each line ends with the Mulliken spin population.
Cartesian coordinates (Å):
Ir1 0.330 0.088 -1.708  0.94
I1 -1.763 2.751 -3.093  0.94
I2 -1.396 -2.429 -2.572  1.09
Sb1 0.177 -0.107 0.786  0.01
Cl1 2.610 0.080 -1.773  0.04
P1 0.311 0.057 -4.159  -0.03
O1 -2.692 0.191 -2.054  0.04
C1 -3.054 -3.037 1.502  0.10
C2 3.085 -1.110 1.610  0.25
C3 -1.056 -3.745 2.691  0.13
C4 -0.465 -2.514 2.446  0.04
C5 -2.453 -1.787 1.231  0.11
C6 -2.372 -4.011 2.237  0.24
C7 -2.010 1.741 2.127  0.01
C8 3.152 0.642 3.814  0.19
C9 -1.145 -1.592 1.647  0.25
C10 -0.496 4.109 1.814  0.01
C11 0.058 2.849 1.438  0.01
C12 2.122 0.740 2.860  0.12
C13 1.115 -1.401 -4.889  0.02
C14 4.021 -1.292 2.655  0.26
C15 -2.552 2.994 2.483  0.01
C16 -0.717 1.709 1.579  0.05
C17 2.082 -0.150 1.793  0.03
C18 -1.787 4.171 2.338  0.00
C19 -1.376 0.019 -4.863  0.06
C20 4.098 -0.374 3.722  0.00
C21 -1.534 0.261 -1.887  -0.04
C22 1.104 1.498 -4.919  0.01
H1 -3.009 -1.025 0.676  -0.01
H2 0.103 5.020 1.712  0.00
H3 1.322 1.442 3.002  0.08
H4 -2.206 5.135 2.668  0.00
H5 3.142 1.349 4.645  0.00
H6 -2.834 -4.962 2.480  0.00
H7 1.223 1.358 -6.002  0.00
H8 1.241 -1.270 -5.972  0.00
H9 -1.311 0.049 -5.957  0.01
H10 0.503 2.390 -4.755  0.00
H11 1.076 2.797 1.068  -0.01
H12 -1.954 0.926 -4.550  0.01
H13 2.073 1.640 -4.466  0.00
H14 4.882 -0.468 4.499  0.01
H15 -0.497 -4.486 3.235  0.01
H16 0.528 -2.300 -4.712  0.00
H17 0.549 -2.274 2.849  0.01
H18 4.673 -2.148 2.671  0.00
H19 -3.555 3.043 2.889  0.00
H20 3.123 -1.739 0.705  0.00
H21 -4.058 -3.246 1.135  0.01
H22 2.088 -1.530 -4.441  0.00
H23 -1.924 -0.866 -4.538  0.00
H24 -2.577 0.814 2.307  0.00


(2)
Molecular formula: C2H4N2O2S2
Method: DFT, ωB97M-V with the def2-TZVPD basis set

As for the total energy: -1134.7938 hartree. The energy above the lowest of the compared OMol25 structures with the same formula, charge and spin is 102.5 kcal/mol. Its LUMO energy is -0.79 eV. For the gap between HOMO and LUMO, the calculation gives 8.2 eV.

Each line ends with the natural charge from an NBO analysis.
Cartesian coordinates (Å):
S1 -1.973 -2.067 -0.244  -0.12
S2 -1.372 2.257 -0.312  0.13
O1 -0.032 -0.210 0.117  -0.50
O2 2.412 0.549 -0.210  -0.57
N1 2.164 -0.807 -0.170  -0.17
N2 -2.111 0.639 0.027  -0.74
C1 0.918 -1.101 -0.169  0.30
C2 -1.378 -0.550 0.083  0.36
H1 -3.039 0.727 0.470  0.43
H2 0.797 -2.201 -0.450  0.23
H3 0.185 2.100 0.729  0.18
H4 3.430 0.664 0.129  0.48


Repeat the second record exactly.
Molecular formula: C2H4N2O2S2
Method: DFT, ωB97M-V with the def2-TZVPD basis set

As for the total energy: -1134.7938 hartree. The energy above the lowest of the compared OMol25 structures with the same formula, charge and spin is 102.5 kcal/mol. Its LUMO energy is -0.79 eV. For the gap between HOMO and LUMO, the calculation gives 8.2 eV.

Each line ends with the natural charge from an NBO analysis.
Cartesian coordinates (Å):
S1 -1.973 -2.067 -0.244  -0.12
S2 -1.372 2.257 -0.312  0.13
O1 -0.032 -0.210 0.117  -0.50
O2 2.412 0.549 -0.210  -0.57
N1 2.164 -0.807 -0.170  -0.17
N2 -2.111 0.639 0.027  -0.74
C1 0.918 -1.101 -0.169  0.30
C2 -1.378 -0.550 0.083  0.36
H1 -3.039 0.727 0.470  0.43
H2 0.797 -2.201 -0.450  0.23
H3 0.185 2.100 0.729  0.18
H4 3.430 0.664 0.129  0.48